Record 1
# C3H5N3

The molecule C3H5N3 at a distorted geometry (ωB97M-V with the def2-TZVPD basis set, the OMol25 dataset).

```
11
Properties=species:S:1:pos:R:3:mulliken_charge:R:1
C -0.279 1.112 0.100 -0.260
H 0.056 2.181 -0.063 0.374
H 0.742 0.015 1.433 0.249
N -1.496 0.734 -0.083 -0.426
H 2.843 -0.309 0.395 0.269
C 0.728 -0.083 0.328 0.435
N -1.485 -0.715 -0.201 -0.406
H 2.130 -0.181 -1.291 0.258
C -0.286 -1.107 0.094 -0.316
H -0.021 -2.196 0.111 0.373
N 2.020 0.118 -0.247 -0.549
```

Calculated values
Lowest unoccupied orbital energy (Eh): 0.0093
Structure (SMILES): NC1C=NN=C1

Record 2
# C3H5N3

The molecule C3H5N3 at a distorted geometry (ωB97M-V with the def2-TZVPD basis set, the OMol25 dataset).

```
11
Properties=species:S:1:pos:R:3:mulliken_charge:R:1
C 0.519 -0.856 -1.238 -0.876
N -0.297 -0.703 1.631 -0.629
H 0.767 -1.707 -0.604 0.356
C -0.413 0.201 0.747 0.557
H -0.818 0.721 -1.153 0.262
H -0.170 -0.299 2.558 0.250
N -0.545 -0.083 -0.605 -0.319
H 1.419 -0.242 -1.386 0.284
C -0.312 1.635 1.041 0.203
H 0.173 -1.219 -2.208 0.284
N -0.108 2.758 1.230 -0.372
```

Calculated values
Lowest unoccupied orbital energy (Eh): 0.0147
Structure (SMILES): [H]/N=C(\C#N)NC

Record 3
# C3H5N3

The molecule C3H5N3 (ωB97M-V with the def2-TZVPD basis set, the OMol25 dataset).

```
11
Properties=species:S:1:pos:R:3:mulliken_charge:R:1
N 1.722 -0.775 -1.296 -0.496
H -1.560 0.060 2.575 0.271
H 1.868 -0.092 -2.054 0.246
H -0.608 1.245 -1.023 0.247
H -1.107 -0.388 -1.408 0.294
N -1.454 0.231 0.577 -0.433
N 1.809 -0.011 0.164 -0.472
C -0.919 -0.017 1.696 -0.219
C 0.759 -0.188 -0.483 0.579
C -0.649 0.221 -0.622 -0.249
H 0.139 -0.286 1.873 0.232
```

Calculated values
Lowest unoccupied orbital energy (Eh): 0.0290
Structure (SMILES): C=NCC1=NN1

Record 4
# C3H5N3

The molecule C3H5N3 at a distorted geometry (ωB97M-V with the def2-TZVPD basis set, the OMol25 dataset).

```
11
Properties=species:S:1:pos:R:3:mulliken_charge:R:1
C -0.769 0.192 1.695 -0.519
H -0.420 -1.438 -0.310 0.327
C 1.701 0.777 -0.916 0.380
N -0.308 -0.593 -0.890 -0.407
H 0.090 -0.854 -1.795 0.353
H -1.257 -0.225 -1.045 0.310
H -1.592 -0.364 1.210 0.191
H -0.906 0.422 2.748 0.247
C 0.577 0.380 -0.187 0.082
N 2.596 1.083 -1.603 -0.504
N 0.286 0.620 1.093 -0.458
```

Calculated values
Lowest unoccupied orbital energy (Eh): -0.0064

Record 5
# C3H5N3

The molecule C3H5N3 at a distorted geometry (ωB97M-V with the def2-TZVPD basis set, the OMol25 dataset).

```
11
Properties=species:S:1:pos:R:3:mulliken_charge:R:1
N 1.669 0.247 0.140 -0.466
H 0.514 -1.396 2.086 0.330
C -0.199 -0.970 1.379 -1.029
N -1.090 0.189 -1.467 -0.648
H -1.854 0.853 -1.602 0.251
H -0.714 -1.776 0.850 0.281
H -0.950 -0.384 1.914 0.275
C -0.125 0.620 -0.766 0.408
H 1.259 1.409 -1.961 0.283
C 0.490 -0.113 0.402 0.649
N 1.000 1.321 -0.976 -0.333
```

Calculated values
Lowest unoccupied orbital energy (Eh): 0.0016
Structure (SMILES): [H]/N=C1\NN=C1C

Record 6
# C3H5N3

The molecule C3H5N3 at a distorted geometry (ωB97M-V with the def2-TZVPD basis set, the OMol25 dataset).

```
11
Properties=species:S:1:pos:R:3:mulliken_charge:R:1
C -1.508 0.973 -0.198 -0.786
C 1.543 -0.368 1.369 0.049
N 2.270 -0.361 2.269 -0.388
H 1.695 -1.675 -0.723 0.260
H -2.260 0.217 -0.459 0.289
H -1.998 1.699 0.458 0.266
H -1.202 1.503 -1.108 0.312
N 0.980 -0.973 -0.860 -0.449
N -0.399 0.463 0.558 -0.407
H 0.304 -1.195 -1.574 0.234
C 0.576 -0.283 0.267 0.620
```

Calculated values
Lowest unoccupied orbital energy (Eh): 0.0223
Structure (SMILES): C/N=C(\N)C#N

Record 7
# C3H5N3

The molecule C3H5N3 (ωB97M-V with the def2-TZVPD basis set, the OMol25 dataset).

```
11
Properties=species:S:1:pos:R:3:mulliken_charge:R:1
C 0.701 0.176 0.171 0.128
H -0.677 -0.918 1.472 0.341
N 0.092 1.535 0.544 -0.575
N 1.144 -1.932 1.216 -0.587
C -0.292 0.968 -0.514 0.164
N -1.151 1.089 -1.543 -0.430
H 0.737 -2.628 1.842 0.256
H -1.579 1.992 -1.694 0.253
H 1.738 0.164 -0.168 0.344
C 0.326 -0.979 1.023 -0.136
H -1.020 0.507 -2.354 0.242
```

Calculated values
Lowest unoccupied orbital energy (Eh): 0.0274
Structure (SMILES): [H]/N=C/[C@@H]1N=C1N

Record 8
# C3H5N3

The molecule C3H5N3 at a distorted geometry (ωB97M-V with the def2-TZVPD basis set, the OMol25 dataset).

```
11
Properties=species:S:1:pos:R:3:mulliken_charge:R:1
H 1.748 -0.882 -0.619 0.215
C -0.663 -1.105 0.034 -0.209
N 1.638 -0.010 -0.269 -0.461
C 0.294 -0.014 0.315 0.373
H 0.427 -0.022 1.405 0.180
H -0.535 2.239 -0.022 0.370
N -1.880 -0.798 -0.225 -0.390
H -0.329 -2.115 0.234 0.400
C -0.687 1.140 0.113 -0.331
H 1.855 0.847 -0.745 0.227
N -1.869 0.719 -0.222 -0.374
```

Calculated values
Lowest unoccupied orbital energy (Eh): 0.0120
Structure (SMILES): NC1C=NN=C1

Record 9
# C3H5N3

The molecule C3H5N3 (ωB97M-V with the def2-TZVPD basis set, the OMol25 dataset).

```
11
Properties=species:S:1:pos:R:3:mulliken_charge:R:1
N 1.620 1.055 -0.320 -0.569
H -0.283 1.881 -0.869 0.357
H -1.393 -0.301 1.332 0.301
C -1.498 -0.441 0.252 -0.704
C 1.846 -0.233 0.073 -0.109
N 0.792 -1.010 0.088 -0.785
H 2.807 -0.598 0.402 0.397
N -0.196 -0.181 -0.324 0.484
C 0.327 1.047 -0.542 0.082
H -1.785 -1.475 0.055 0.223
H -2.238 0.257 -0.146 0.324
```

Calculated values
Lowest unoccupied orbital energy (Eh): 0.0331
Structure (SMILES): Cn1cncn1

Record 10
# C3H5N3

C3H5N3 as an isolated structure (ωB97M-V with the def2-TZVPD basis set, the OMol25 dataset).

```
11
Properties=species:S:1:pos:R:3:mulliken_charge:R:1
N -0.871 -1.238 1.093 -0.262
N -0.961 0.574 -0.777 -0.589
H -1.256 -2.076 0.660 0.295
C -0.398 -0.214 0.177 0.058
H 0.390 -1.203 1.312 0.498
H 2.167 1.186 -0.805 0.173
H -1.494 -0.938 1.842 0.295
C 0.945 -0.134 0.359 -0.670
N 1.253 0.823 -0.591 0.001
C 0.101 1.204 -1.230 -0.199
H 0.092 1.944 -2.021 0.400
```

Calculated values
Lowest unoccupied orbital energy (Eh): 0.0302

Record 11
# C3H5N3

An isolated ion of composition C3H5N3 and charge +2 at a distorted geometry (ωB97M-V with the def2-TZVPD basis set, the OMol25 dataset).

```
11
Properties=species:S:1:pos:R:3:mulliken_charge:R:1
N 0.662 -1.356 -0.273 0.011
H 1.166 -0.334 -1.557 0.424
C 0.044 1.066 -0.348 -0.004
H -2.212 1.863 1.746 0.380
C 1.067 -0.116 -0.437 -0.529
N -1.969 1.309 0.927 -0.431
N -0.930 1.057 0.474 0.574
H -0.071 1.570 -1.268 0.426
C 0.236 -2.339 0.200 0.210
H 1.894 0.432 -0.406 0.501
H 0.113 -3.151 0.941 0.438
```

Calculated values
Lowest unoccupied orbital energy (Eh): -0.4088
Structure (SMILES): C#[N+]CC=[N+]=N
Total charge: +2

Record 12
# C3H5N3O

C3H5N3O as an isolated structure at a distorted geometry (ωB97M-V with the def2-TZVPD basis set, the OMol25 dataset).

```
12
Properties=species:S:1:pos:R:3:mulliken_charge:R:1
O -1.041 -1.563 1.182 -0.615
H 0.206 -2.450 -0.877 0.272
H 0.774 2.080 -0.075 0.185
H 2.134 -0.189 -0.249 0.279
H 1.362 -0.198 1.383 0.284
N 0.463 1.119 -0.043 -0.101
C -0.481 -1.007 0.257 0.564
N -1.949 1.029 -0.340 -0.568
N 0.200 -1.425 -0.828 -0.454
C -0.797 0.651 -0.108 0.273
H -2.085 1.998 -0.617 0.241
C 1.214 -0.044 0.315 -0.359
```

Calculated values
Lowest unoccupied orbital energy (alpha / beta) (Eh): -0.0352 / -0.0352

Record 13
# C3H5N3O

C3H5N3O as an isolated structure at a distorted geometry (ωB97M-V with the def2-TZVPD basis set, the OMol25 dataset).

```
12
Properties=species:S:1:pos:R:3:mulliken_charge:R:1
H -2.478 -1.390 -0.915 0.389
N 0.771 2.232 0.569 -0.586
H 1.023 -1.858 -0.983 0.316
C 1.465 -0.075 -0.102 -0.538
H 2.501 -0.049 -0.211 0.415
O -1.575 -1.768 -0.453 -0.514
N -0.785 0.534 0.152 -0.670
C 0.487 0.915 0.299 0.332
N 0.481 -1.125 -0.174 -0.191
H 1.268 2.311 1.681 0.296
C -0.745 -0.738 -0.205 0.429
H -0.233 3.026 0.279 0.322
```

Calculated values
Lowest unoccupied orbital energy (Eh): 0.0206

Record 14
# C3H5N3O

The molecule C3H5N3O at a distorted geometry (ωB97M-V with the def2-TZVPD basis set, the OMol25 dataset).

```
12
Properties=species:S:1:pos:R:3:mulliken_charge:R:1
C 1.911 -0.340 -0.140 0.087
H 2.624 0.348 -0.493 0.433
H -1.893 0.616 -0.690 0.296
N 0.154 1.014 -0.889 -0.839
C -0.279 -0.566 0.873 -0.207
N -1.571 -0.704 0.736 -0.556
C -1.024 1.347 -1.026 -0.345
N 0.552 0.086 -0.117 0.709
H 0.215 -1.170 1.478 0.448
H -1.131 2.295 -1.605 0.266
H -1.879 -1.504 1.461 0.260
O 2.321 -1.422 0.412 -0.550
```

Calculated values
Lowest unoccupied orbital energy (Eh): 0.0115
Structure (SMILES): [H]/N=C/N(C=O)N=C

Record 15
# C3H5N3O

The molecule C3H5N3O at a distorted geometry (ωB97M-V with the def2-TZVPD basis set, the OMol25 dataset).

```
12
Properties=species:S:1:pos:R:3:mulliken_charge:R:1
H 1.248 -1.193 1.973 0.230
N -0.282 -2.201 -2.526 -0.468
C -0.711 1.541 -0.270 -0.773
H -1.719 1.623 -0.678 0.259
C 0.462 -0.511 0.228 0.621
N -0.236 0.216 -0.539 -0.395
H -0.736 1.811 0.792 0.277
O 0.543 -1.793 -0.249 -0.358
C -0.029 -1.800 -1.476 0.556
N 0.920 -0.371 1.496 -0.407
H 0.615 0.418 2.039 0.188
H -0.075 2.260 -0.791 0.271
```

Calculated values
Lowest unoccupied orbital energy (Eh): 0.0170
Structure (SMILES): C/N=C(\N)OC#N

Record 16
# C3H5N3O

C3H5N3O as an isolated structure at a distorted geometry (ωB97M-V with the def2-TZVPD basis set, the OMol25 dataset).

```
12
Properties=species:S:1:pos:R:3:mulliken_charge:R:1
H -0.912 -2.127 -0.955 0.251
N 0.151 -0.880 0.300 -0.288
N -0.482 1.009 1.113 -0.821
C -0.399 0.452 -0.186 -0.020
C -0.259 -2.017 -0.092 -0.266
C 1.519 1.778 -0.867 0.558
H 0.118 -0.200 1.426 0.455
H -1.445 1.051 1.431 0.227
N 0.579 1.049 -1.061 -0.419
H -1.328 0.319 -0.751 0.471
O 2.453 2.471 -0.829 -0.421
H 0.005 -2.904 0.471 0.272
```

Calculated values
Lowest unoccupied orbital energy (alpha / beta) (Eh): 0.0123 / 0.0123

Record 17
# C3H5N3O

A 2-piece molecular cluster, C3H5N3O overall at a distorted geometry (ωB97M-V with the def2-TZVPD basis set, the OMol25 dataset).

```
12
Properties=species:S:1:pos:R:3:mulliken_charge:R:1
H 0.316 1.345 0.679 0.311
N 0.699 1.160 -0.271 -0.488
N 3.022 0.368 -0.026 -0.453
C 1.998 0.875 -0.208 0.363
H 0.757 1.904 -1.034 0.258
H 0.700 -1.019 0.583 0.178
O -3.006 1.150 -0.268 -0.681
C -0.325 -1.470 0.341 -0.830
H -0.811 -2.074 1.081 0.290
N -2.183 0.296 -0.172 0.515
H 0.075 -2.145 -0.534 0.248
C -1.242 -0.391 -0.173 0.289
```

Calculated values
Lowest unoccupied orbital energy (Eh): 0.0072
Structure (SMILES): CC#[N+][O-].N#CN

Record 18
# C3H5N3O

The molecule C3H5N3O at a distorted geometry (ωB97M-V with the def2-TZVPD basis set, the OMol25 dataset).

```
12
Properties=species:S:1:pos:R:3:mulliken_charge:R:1
H 0.514 1.110 -0.766 0.228
C 1.101 0.922 0.158 -0.314
N -1.003 -1.368 -0.541 0.072
H 1.049 1.846 0.733 0.333
H -2.249 0.338 -0.919 0.357
C -1.690 -0.245 -0.212 -0.130
H -1.265 -2.114 -1.169 0.211
N -1.050 0.417 0.709 -0.475
H 2.340 -0.322 -0.516 0.336
C 0.178 -0.177 0.696 0.514
N 0.220 -1.334 0.029 -0.611
O 2.405 0.568 -0.142 -0.522
```

Calculated values
Lowest unoccupied orbital energy (Eh): 0.0192
Structure (SMILES): OCc1nc[nH]n1

Record 19
# C3H5N3O

C3H5N3O as an isolated structure at a distorted geometry (ωB97M-V with the def2-TZVPD basis set, the OMol25 dataset).

```
12
Properties=species:S:1:pos:R:3:mulliken_charge:R:1
H -1.416 -2.286 1.305 0.311
C -0.970 -1.353 0.759 0.037
H 0.657 2.219 -0.514 0.233
O -1.693 -1.385 -1.479 -0.657
H 1.820 2.115 1.437 0.262
H -2.182 -0.438 -2.256 0.401
N -0.876 -1.025 -0.535 0.824
C 0.642 0.159 0.429 0.428
N -0.048 -0.017 -0.728 -0.710
C 1.479 1.475 0.362 -0.716
H 2.595 1.201 -0.153 0.208
N -0.007 -0.666 1.372 -0.622
```

Calculated values
Lowest unoccupied orbital energy (Eh): -0.0190

Record 20
# C3H5N3O

A 2-piece molecular cluster, C3H5N3O overall at a distorted geometry (ωB97M-V with the def2-TZVPD basis set, the OMol25 dataset).

```
12
Properties=species:S:1:pos:R:3:mulliken_charge:R:1
C 0.072 1.254 -0.048 -0.367
H -0.267 3.310 -0.543 0.392
H 1.198 -2.509 1.315 0.236
H 1.048 1.270 0.204 0.445
N 0.748 -2.472 0.438 -0.148
H 1.169 -3.229 -0.094 0.249
O -0.471 -2.269 0.156 -0.349
C -0.703 2.338 -0.489 -0.266
C -0.824 0.196 -0.137 0.062
N -1.957 1.953 -0.730 -0.760
N -1.974 0.620 -0.631 0.234
H -2.797 0.101 -0.497 0.272
```

Calculated values
Lowest unoccupied orbital energy (alpha / beta) (Eh): -0.0015 / -0.0103

Listing energy relative to the best compared isomer or geometry (same formula, charge and spin) for the structures above in their given order: 273.9 107.9 393.3 295.4 420.3 117.3 197.2 262.1 63.3 321.2 412.4 497.8 477.4 396.6 239.0 353.7 497.8 354.1 722.7 687.8 kJ/mol.